C35H46I2N5NiOPS as an isolated structure. Source: OMol25; level of theory: ωB97M-V with the def2-TZVPD basis set.

```
92
C35H46I2N5NiOPS, DFT ωB97M-V with the def2-TZVPD basis set
I 2.6809 -0.6119 7.3232
I -2.1892 1.8437 4.8634
Ni -0.8620 -1.0535 1.2244
S 3.6156 3.5930 2.8543
P -0.3849 -0.2562 -2.0087
O -1.7726 -0.7829 3.0227
N -0.5881 -0.9256 -0.6481
N 2.6613 6.3210 -0.6940
N -2.4039 -2.5567 0.9025
N 0.0718 -2.8001 1.9088
N 0.6041 0.3373 1.8260
C -3.0427 -0.2595 -2.8532
C -0.8186 0.2819 4.9434
C -0.4977 1.6326 -1.9933
C -0.4125 -3.8560 1.0100
C -1.9158 -3.7908 0.9063
C -0.0468 -1.8589 4.2012
C 1.8479 0.0607 -3.9326
C -2.7336 -4.9051 0.8207
C 1.1107 -0.7153 5.9688
C 1.2849 -2.2003 -3.0814
C 2.8629 1.0469 2.1105
C 1.3253 -0.7081 -2.7107
C -0.7157 2.3277 -3.3444
C -4.1025 -4.7097 0.7220
C -1.4843 -0.7275 -4.7269
C 2.3261 6.6537 0.5518
C 2.5982 5.8651 1.6619
C 3.2578 4.6614 1.4730
C 3.3080 5.1650 -0.8562
C 1.9116 0.0942 1.7927
C 3.6333 4.3100 0.1846
C -1.6301 2.0576 -1.0481
C 1.0708 2.5570 2.5634
C -4.6074 -3.4180 0.7216
C 0.7958 2.1878 -1.3690
C 0.1961 1.5435 2.2229
C -3.7157 -2.3634 0.8189
C 0.1996 0.3288 5.8869
C -1.8835 -2.4225 -2.9519
C -0.9338 -0.7720 4.0218
C -1.7009 -0.9167 -3.2211
C 2.3506 -0.5876 -1.5694
C 2.4332 2.3127 2.4849
C 0.9707 -1.8202 5.1417
C -0.2565 -3.0586 3.3305
H 2.1074 1.0948 -3.7062
H 2.2148 -0.8926 1.4666
H 1.0793 1.6585 -0.4567
H -5.6689 -3.2261 0.6539
H 0.6900 3.5156 2.8885
H 1.8069 7.5972 0.6743
H -3.2407 -0.3313 -1.7819
H -1.3150 -3.3254 3.3461
H -1.7018 2.1327 -3.7624
H -1.7986 -2.6333 -1.8863
H 2.2973 6.1806 2.6522
H 0.0284 2.0581 -4.0903
H 4.1600 3.3833 -0.0047
H 3.9162 0.8092 2.0552
H -2.3666 -1.1027 -5.2577
H -1.1619 -3.0334 -3.4917
H 2.3113 -2.5378 -3.2555
H 0.6264 3.2359 -1.1062
H -0.1072 -4.8527 1.3459
H 0.0171 -3.6660 0.0240
H -0.6401 3.4104 -3.1925
H -1.3540 0.3119 -5.0222
H -4.7709 -5.5584 0.6559
H 0.3137 -3.9131 3.7094
H 1.1501 0.0650 -4.7663
H -0.8736 1.6898 2.2859
H -3.1016 0.7855 -3.1481
H 1.0763 -2.7207 1.7995
H 2.7645 -0.4240 -4.2875
H 3.2221 -1.2064 -1.8043
H 1.9106 -0.9410 -0.6349
H 0.8556 -2.8021 -2.2781
H 0.7231 -2.3905 -3.9929
H 2.7037 0.4306 -1.4260
H -2.8805 -2.7184 -3.2932
H -2.3051 -5.8986 0.8377
H -1.5077 3.1216 -0.8215
H -4.0506 -1.3332 0.8240
H 3.5796 4.9064 -1.8733
H -0.6329 -1.2966 -5.0961
H -2.6187 1.9234 -1.4785
H -1.6013 1.5013 -0.1114
H -3.8396 -0.7892 -3.3836
H 1.6451 -2.6635 5.2377
H 0.2781 1.1779 6.5517
H 1.6414 2.1628 -2.0550
```

Output
Charge ... 0
Gap between HOMO and LUMO (spin up / spin down) ... 7.25 / 7.16 eV
E_tot ... -4553.5834 a.u.
Multiplicity ... 3
Highest occupied orbital energy (spin up / spin down) ... -7.21 / -7.11 eV
Relative energy (zero: lowest compared OMol25 entry of this formula, charge and spin) ... 3.0 kcal per mole